Entry 1:
Computed, not measured: a structure of composition C16H16N2PtS4SbTe, with ωB97M-V/def2-TZVPD.

Calculated values
ΔE to the lowest compared entry with this formula, charge and spin: 0.000 eV
⟨S²⟩: 2.0185
frontier orbital gap (spin up / spin down): 5.212 / 5.437 eV
net charge: -1
HOMO energy (spin up / spin down): -3.13 / -4.06 eV
multiplicity: 3

Each line ends with the Mulliken charge.
Geometry (Å):
Pt  -2.10851  -0.54110  0.72984  0.485
S  -5.35429  -3.83384  3.72737  -0.646
Sb  -4.31165  -3.12839  1.80457  0.697
S  -3.77654  -0.83169  2.29408  -0.566
S  -1.94263  -2.77792  0.26626  -0.623
S  -6.22137  -2.96159  0.36894  -0.403
Te  -0.50141  -0.95042  -1.23212  0.381
C  1.06727  -2.25048  -0.66567  0.362
C  1.48041  -2.38927  0.65399  -0.176
C  2.51738  -3.25804  0.96491  -0.655
C  3.13303  -4.00513  -0.03645  -0.421
C  2.70330  -3.88159  -1.35135  -0.475
C  1.66880  -3.00217  -1.66743  -0.650
C  1.07841  0.55866  -1.48744  0.143
C  1.28635  1.16346  -2.72578  -0.350
C  2.33552  2.06364  -2.92170  -0.503
C  3.19473  2.36527  -1.87475  -0.372
C  2.99888  1.76660  -0.63204  -0.618
C  1.94734  0.87348  -0.44312  -0.318
H  0.96691  -1.84865  1.44022  0.390
H  2.83435  -3.36568  1.99501  0.369
H  3.93559  -4.69084  0.21203  0.360
H  3.16201  -4.47740  -2.13212  0.348
H  1.33395  -2.90780  -2.69446  0.337
H  0.62514  0.93105  -3.55517  0.329
H  2.48641  2.51604  -3.89569  0.354
H  4.01701  3.05520  -2.02620  0.366
H  3.66974  1.99198  0.19047  0.363
H  1.80964  0.40959  0.52948  0.374
C  -0.38118  2.56060  1.78815  -1.046
C  -1.77303  2.57615  1.27426  0.498
N  -2.49250  1.53806  0.91495  -0.209
C  -3.74803  2.00954  0.54206  -0.240
C  -3.77017  3.35559  0.66124  -0.684
N  -2.51124  3.69989  1.12603  -0.013
H  -0.18475  1.58235  2.22670  0.196
H  -0.23654  3.33094  2.54883  0.411
H  0.33396  2.72215  0.98488  0.185
H  -4.52486  1.32758  0.24125  0.456
H  -4.54791  4.08199  0.49058  0.396
H  -2.19954  4.62221  1.36539  0.166

=====

Entry 2:
Computed, not measured: the molecule C16H16N4O3 in a non-equilibrium geometry, with ωB97M-V/def2-TZVPD.

Calculated values
ΔE to the lowest compared entry with this formula, charge and spin: 2.772 eV
frontier orbital gap: 8.805 eV
HOMO energy: -8.64 eV

Each line ends with the Mulliken charge.
Geometry (Å):
C  2.99160  -2.73602  3.10049  -1.560
C  1.97423  -3.68458  2.47180  1.579
C  2.68533  -4.96637  2.05509  -1.444
O  0.95327  -4.06284  3.35202  -0.568
C  1.37147  -3.07305  1.29268  -0.769
C  0.81020  -2.46277  0.38929  -0.231
C  0.15312  -1.66630  -0.60475  0.301
C  -0.28985  -2.22474  -1.79602  -0.400
C  -1.02139  -1.47993  -2.77228  -0.690
C  -1.37170  -0.15421  -2.46788  0.447
C  -0.80709  0.38324  -1.25773  0.488
N  -0.07272  -0.37663  -0.41350  -0.369
N  -0.92450  1.71544  -0.84930  0.282
C  -0.71825  2.23702  0.43848  -0.170
C  -0.86719  3.58280  0.35188  0.296
C  -0.73328  4.54364  1.42488  -0.071
N  -0.69774  5.91480  1.21554  -0.448
O  -0.53748  4.22472  2.59891  -0.652
N  -1.16764  3.94245  -0.97459  -0.667
C  -1.20648  2.80200  -1.65256  0.729
C  -1.55506  2.70257  -3.09043  -0.988
C  -2.72309  1.76275  -3.19986  -0.429
O  -2.16962  0.43659  -3.41662  -0.461
H  3.84402  -2.57757  2.44155  0.360
H  3.39011  -3.11419  4.04675  0.396
H  2.55193  -1.74402  3.26592  0.335
H  1.97287  -5.70305  1.71016  0.364
H  3.40877  -4.73736  1.25036  0.351
H  3.25775  -5.33319  2.93436  0.359
H  0.51824  -3.28401  3.70058  0.369
H  -0.03055  -3.23124  -2.01835  0.486
H  -1.38220  -1.91780  -3.69860  0.456
H  -0.45291  1.65669  1.32877  0.469
H  -0.82709  6.49499  2.02591  0.266
H  -1.09961  6.24187  0.34232  0.260
H  -1.79666  3.72407  -3.45605  0.324
H  -0.71824  2.32761  -3.67295  0.345
H  -3.41868  1.77923  -2.32015  0.332
H  -3.29391  2.05738  -4.07609  0.322

=====

Entry 3:
Computed, not measured: the molecule C16H16N4O3S, with ωB97M-V/def2-TZVPD.

Calculated values
ΔE to the lowest compared entry with this formula, charge and spin: 2.000 eV
frontier orbital gap: 8.391 eV
HOMO energy: -8.53 eV

Each line ends with the Mulliken charge.
Geometry (Å):
C  1.97264  -5.29035  -4.65279  -1.439
C  0.85107  -4.92420  -3.73089  0.875
C  -0.38293  -5.56098  -3.83547  -0.650
C  -1.42148  -5.21257  -2.99691  -0.644
C  -1.26269  -4.22155  -2.03966  -0.658
C  -0.03866  -3.58036  -1.93413  0.503
O  0.24727  -2.58030  -1.03048  -0.219
C  -0.80036  -2.03601  -0.27442  -0.204
C  -0.32637  -0.79963  0.47497  0.073
O  -1.12900  -0.09559  1.06514  -0.757
N  1.01022  -0.61620  0.40823  -0.165
C  1.91462  0.29083  0.96426  0.251
S  3.50584  -0.14714  0.94490  -0.447
N  1.54146  1.44700  1.50875  -0.307
N  0.31177  2.07460  1.46360  0.032
C  0.26525  3.38033  1.83679  0.356
O  1.28230  3.99148  2.11470  -0.716
C  -1.09029  3.99120  1.81413  0.927
C  -1.16784  5.38222  1.77380  -0.499
C  -2.41800  5.97757  1.74247  -0.311
N  -3.54698  5.29036  1.75558  -0.608
C  -3.47348  3.97220  1.80752  -0.454
C  -2.28000  3.26573  1.83883  -0.442
C  1.01153  -3.93636  -2.77569  -0.511
H  1.76121  -4.92687  -5.65833  0.305
H  2.08532  -6.37126  -4.70760  0.366
H  2.91029  -4.85387  -4.32003  0.347
H  -0.52341  -6.33211  -4.57790  0.405
H  -2.37429  -5.71361  -3.08040  0.371
H  -2.08893  -3.97198  -1.39308  0.426
H  -1.64485  -1.73299  -0.90852  0.462
H  -1.17690  -2.75136  0.47278  0.372
H  1.50002  -1.36289  -0.08476  0.151
H  2.26957  2.08268  1.84041  0.331
H  -0.49449  1.44716  1.35689  0.486
H  -0.25938  5.96364  1.76583  0.410
H  -2.52484  7.05340  1.70519  0.379
H  -4.42279  3.45313  1.82458  0.381
H  -2.30106  2.18887  1.89531  0.459
H  1.95355  -3.42114  -2.66640  0.362

=====

Entry 4:
Computed, not measured: the molecule C16H16N6OS2 in a non-equilibrium geometry, with ωB97M-V/def2-TZVPD.

Calculated values
ΔE to the lowest compared entry with this formula, charge and spin: 1.480 eV
frontier orbital gap: 7.889 eV
HOMO energy: -8.34 eV

Each line ends with the Mulliken charge.
Geometry (Å):
N  0.43117  -1.43565  -2.54235  -0.542
C  -0.31506  -1.12471  -1.70909  -0.229
C  -1.23145  -0.87093  -0.64187  -0.409
C  -1.56457  0.44705  -0.36710  0.343
N  -0.96178  1.58993  -1.01666  -0.034
C  -1.01976  2.90285  -0.58350  0.451
O  -1.69618  3.26619  0.35982  -0.597
C  -0.72802  3.96249  -1.66694  -0.727
S  0.92535  4.67097  -1.42282  -0.247
C  1.80422  3.25115  -1.19452  0.135
N  2.05192  2.83738  0.08203  -0.557
C  2.62921  1.69978  0.23719  -0.155
C  2.96787  0.84904  -0.75204  0.312
C  3.54098  -0.41069  -0.55997  -0.187
N  3.86415  -1.45067  -0.32522  -0.496
C  2.70203  1.33596  -1.96955  0.967
N  3.16790  0.79107  -3.19342  -0.551
N  2.06429  2.51266  -2.26522  -0.518
S  -2.36182  0.45030  1.20115  -0.205
C  -2.60186  -1.36576  1.23876  -0.170
C  -2.60551  -1.87318  2.72492  -1.111
C  -1.19803  -2.16677  3.27111  -0.599
C  -0.45002  -3.14149  2.29889  -0.994
C  -0.30551  -2.56997  0.85694  -0.869
C  -1.63799  -1.98539  0.24602  0.460
H  -0.41249  1.35238  -1.86384  0.283
H  -1.41998  4.71801  -1.46447  0.459
H  -0.83140  3.56906  -2.70448  0.328
H  2.84685  1.42696  1.20885  0.650
H  2.96722  -0.16269  -3.33536  0.290
H  2.89042  1.39093  -4.00794  0.293
H  -3.53877  -1.46023  0.69022  0.569
H  -3.22273  -1.19756  3.30299  0.423
H  -2.99637  -2.83509  2.72572  0.412
H  -0.62646  -1.29322  3.35340  0.371
H  -1.32502  -2.54003  4.27157  0.376
H  -0.94815  -4.09433  2.32776  0.388
H  0.55973  -3.32247  2.63736  0.416
H  0.51873  -1.83202  0.84976  0.273
H  0.20478  -3.16912  0.09637  0.595
H  -2.13786  -2.72220  -0.39448  0.405

=====

Entry 5:
Computed, not measured: the molecule C16H16O7Si in a non-equilibrium geometry, with ωB97M-V/def2-TZVPD.

Calculated values
frontier orbital gap: 9.506 eV
HOMO energy: -9.03 eV

Each line ends with the Mulliken charge.
Geometry (Å):
C  2.53504  0.14339  2.17463  -0.372
O  1.32925  -0.42650  2.44540  -0.567
Si  0.34394  -0.77105  1.18396  0.734
C  -1.16803  -1.74733  1.85318  -1.019
O  -0.39470  0.52174  0.44784  -0.399
C  -1.35587  1.20947  1.10356  0.863
C  -0.94863  1.91277  2.25327  -0.244
C  -1.83524  2.90225  2.71127  -0.250
C  -3.16183  3.02879  2.33065  -0.833
C  -3.54947  2.20014  1.22446  -0.588
C  -2.69022  1.36177  0.60245  0.142
C  -3.15460  0.65985  -0.57770  0.373
O  -2.67758  -0.39218  -0.95557  -0.526
O  -4.16846  1.25583  -1.28952  -0.502
O  1.19155  -1.66262  -0.01475  -0.419
C  1.28333  -1.41485  -1.38915  0.881
C  0.13854  -1.76563  -2.19411  -0.299
C  0.18438  -1.62029  -3.58112  -0.543
C  1.38978  -1.28795  -4.15527  -0.487
C  2.49513  -0.99515  -3.39208  -0.522
C  2.47835  -1.04770  -2.01314  0.320
C  3.69954  -0.91409  -1.19528  0.358
O  3.78905  -0.11365  -0.27457  -0.659
O  4.85263  -1.62486  -1.46400  -0.515
H  2.54973  1.22428  2.29349  0.253
H  2.83551  -0.02283  1.11357  0.077
H  3.34210  -0.36324  2.87717  0.196
H  -1.93181  -1.05595  2.19939  0.350
H  -1.50989  -2.24171  0.98487  0.230
H  -0.87731  -2.42355  2.66872  0.395
H  0.08910  1.90129  2.60557  0.216
H  -1.46867  3.65677  3.43710  0.322
H  -3.81951  3.69016  2.84565  0.425
H  -4.47583  2.33088  0.69226  0.493
H  -4.28621  0.60562  -2.01593  0.347
H  -0.69690  -2.13335  -1.62526  0.301
H  -0.76184  -1.48572  -4.11585  0.342
H  1.52614  -1.15688  -5.21826  0.363
H  3.39479  -0.56994  -3.82481  0.388
H  5.48472  -1.36798  -0.75208  0.376

=====

> Which formula does entry 2 have?

C16H16N4O3